Entry 1:
Computed, not measured: a single C8H9N5 molecule in a non-equilibrium geometry, with the ωB97M-V functional and the def2-TZVPD basis.

Computed properties:
- gap between HOMO and LUMO (Eh) = 0.354
- highest occupied orbital energy (eV) = -9.17
- E_tot (eV) = -15889.671
- ΔE to the lowest compared entry with this formula, charge and spin (kcal per mole) = 88.6
- largest force on an atom (Eh/bohr) = 0.110
- lowest unoccupied orbital energy (eV) = 0.47

Last column: natural (NBO) charge in e.
Element x y z (Å)
N -2.790 1.037 0.663  -0.0634
C 0.220 -1.921 0.301  -0.6595
H 2.373 -1.812 0.512  0.3582
C 1.122 2.252 -0.158  -0.1757
C 2.121 1.275 0.033  -0.2474
N -3.963 0.368 0.594  -0.0745
H 1.597 3.232 -0.068  0.2171
C -0.265 2.015 -0.133  -0.2313
C -2.726 -0.584 -0.732  0.1647
C 0.343 -0.408 0.105  -0.0794
H 3.165 1.447 -0.025  0.2172
N -3.935 -0.577 -0.336  -0.2687
H -1.039 2.757 -0.353  0.2483
N 2.727 -1.130 -0.095  -0.8080
N -1.932 0.400 -0.171  -0.2106
C 1.689 -0.045 0.057  0.1868
H 0.554 -2.180 1.389  0.2293
H 0.926 -2.325 -0.534  0.2491
H 3.630 -0.899 0.325  0.3697
H -2.412 -1.282 -1.414  0.2023
H -0.810 -2.283 0.144  0.2293
C -0.596 0.663 -0.104  0.1466

Entry 2:
Computed, not measured: a single C8H9NO2 molecule in a non-equilibrium geometry, with the ωB97M-V functional and the def2-TZVPD basis.

Computed properties:
- gap between HOMO and LUMO (alpha / beta) (Eh) = 0.200 / 0.244
- highest occupied orbital energy (alpha / beta) (eV) = -4.70 / -8.35
- E_tot (eV) = -14017.912
- ΔE to the lowest compared entry with this formula, charge and spin (kcal per mole) = 126.7
- largest force on an atom (Eh/bohr) = 0.085
- lowest unoccupied orbital energy (alpha / beta) (eV) = 0.75 / -1.70
- 2S+1 = 3

Last column: Löwdin spin population.
Element x y z (Å)
H 3.024 0.463 1.103  0.0008
O -2.682 1.406 -0.288  0.0079
H -3.617 0.629 1.402  0.0015
H 2.264 -1.164 -0.368  0.0005
C 1.334 -0.643 -0.230  0.0324
H -4.490 1.551 0.257  -0.0002
N -0.002 -2.754 -0.097  0.1670
H 0.853 -3.196 -0.502  0.0066
C -0.244 1.164 -0.090  0.5639
C 1.162 0.748 -0.222  0.2418
C -3.825 0.807 0.354  0.0051
O 2.200 1.650 -0.324  0.0888
C 0.080 -1.321 -0.131  0.3196
H -4.170 -0.119 -0.160  0.0036
C 3.382 1.171 0.316  0.0077
C -0.993 -0.472 -0.204  0.4083
H -0.722 -3.144 -0.757  0.0156
H 4.004 0.508 -0.335  0.0016
H 3.971 1.974 0.522  0.0012
C -1.529 0.742 -0.247  0.1261

Entry 3:
Computed, not measured: a single C8H9NO2S molecule in a non-equilibrium geometry, with the ωB97M-V functional and the def2-TZVPD basis.

Computed properties:
- gap between HOMO and LUMO (Eh) = 0.318
- highest occupied orbital energy (eV) = -8.77
- E_tot (eV) = -24860.524
- ΔE to the lowest compared entry with this formula, charge and spin (kcal per mole) = 41.3
- largest force on an atom (Eh/bohr) = 0.034
- lowest unoccupied orbital energy (eV) = -0.13

Last column: natural (NBO) charge in e.
Element x y z (Å)
H 1.717 -2.226 -0.131  0.2270
H 1.592 1.311 -3.521  0.2001
H 3.243 -2.152 -2.091  0.1986
H -0.035 1.456 -1.602  0.2299
C -1.850 1.142 2.799  -0.8214
C 2.467 -1.377 -1.961  0.0521
H -0.805 0.862 3.006  0.2389
H 1.192 -0.900 1.532  0.4901
C 1.580 0.563 -2.744  0.0416
N 2.451 -0.437 -2.898  -0.4072
C 1.649 -1.392 -0.827  -0.2734
H -2.382 1.149 3.754  0.2372
C -1.542 0.024 0.326  -0.5108
C 0.662 -0.404 -0.723  -0.0583
S -2.637 -0.102 1.738  1.2423
H -2.035 0.377 -0.609  0.2627
O -3.958 0.538 1.333  -0.9700
C -0.277 -0.369 0.404  0.2975
O 0.239 -0.858 1.592  -0.6812
H -1.951 2.147 2.310  0.2394
C 0.681 0.649 -1.685  -0.2351

Entry 4:
Computed, not measured: a molecular structure, C8H9NO3 in a non-equilibrium geometry, with the ωB97M-V functional and the def2-TZVPD basis.

Computed properties:
- gap between HOMO and LUMO (Eh) = 0.356
- highest occupied orbital energy (eV) = -9.58
- E_tot (eV) = -16069.596
- ΔE to the lowest compared entry with this formula, charge and spin (kcal per mole) = 120.5
- largest force on an atom (Eh/bohr) = 0.164
- lowest unoccupied orbital energy (eV) = 0.11

Last column: natural (NBO) charge in e.
Element x y z (Å)
H -1.200 -0.992 -3.854  0.4983
C 2.182 0.442 2.445  -0.2456
N 1.415 0.505 0.159  -0.4578
C 0.871 0.371 3.027  -0.1531
C -0.642 -0.827 -1.494  0.0137
H 3.518 0.473 0.725  0.2116
C 0.102 0.341 0.750  0.1963
H -1.156 0.791 2.206  0.2301
H -0.639 -1.764 -1.103  0.1928
O -3.181 -0.435 -1.525  -0.6236
C -2.064 -0.694 -2.258  0.7477
H -1.943 -0.404 -0.002  0.2843
O 0.364 -0.363 -2.444  -0.7740
O -2.129 -0.898 -3.663  -0.6433
H 2.979 0.698 3.208  0.2171
H 0.912 0.637 -1.854  0.5331
C -0.100 0.427 2.042  -0.2526
H 0.741 0.213 4.000  0.2165
C 2.448 0.500 0.969  0.0555
H -1.463 0.893 -0.990  0.2443
C -1.015 0.086 -0.343  -0.4912

Entry 5:
Computed, not measured: 2 unconnected molecules or ions with the total composition C8H9NO3S in a non-equilibrium geometry, with the ωB97M-V functional and the def2-TZVPD basis.

Computed properties:
- gap between HOMO and LUMO (alpha / beta) (Eh) = 0.231 / 0.231
- highest occupied orbital energy (alpha / beta) (eV) = -8.18 / -8.18
- E_tot (eV) = -26902.778
- ΔE to the lowest compared entry with this formula, charge and spin (kcal per mole) = 150.4
- largest force on an atom (Eh/bohr) = 0.090
- lowest unoccupied orbital energy (alpha / beta) (eV) = -1.89 / -1.89

Last column: natural (NBO) charge in e.
Element x y z (Å)
C 1.086 0.603 -1.333  -0.2300
H 3.083 0.793 -2.140  0.2252
C 3.031 0.887 -0.005  -0.1904
H -1.803 -2.206 -0.671  0.2313
C -1.097 -1.630 -0.274  -0.7664
O -4.297 0.499 -1.047  -0.2121
O 0.097 -3.468 -0.048  -0.5954
H 0.586 0.462 -2.287  0.2250
N -4.451 0.683 0.186  -0.0620
H -2.824 0.355 1.146  0.4913
C 2.466 0.620 -1.251  -0.2125
C 0.374 0.424 -0.198  -0.1400
C 0.991 0.427 1.061  -0.2334
S -1.443 -0.026 -0.429  1.1404
H 4.215 0.913 0.047  0.2192
C 2.280 0.905 1.158  -0.2115
O -1.828 0.523 1.082  -0.9072
C 0.041 -2.251 0.132  0.3327
H -4.750 1.677 0.431  0.2922
H 0.925 -1.702 0.440  0.1315
H 0.425 0.434 1.950  0.2427
H 2.893 1.079 2.050  0.2296

Entry 6:
Computed, not measured: a single C8H9NOS molecule in a non-equilibrium geometry, with the ωB97M-V functional and the def2-TZVPD basis.

Computed properties:
- gap between HOMO and LUMO (Eh) = 0.338
- highest occupied orbital energy (eV) = -8.90
- E_tot (eV) = -22809.221
- ΔE to the lowest compared entry with this formula, charge and spin (kcal per mole) = 138.9
- largest force on an atom (Eh/bohr) = 0.096
- lowest unoccupied orbital energy (eV) = 0.30

Last column: natural (NBO) charge in e.
Element x y z (Å)
H 3.769 -0.289 0.575  0.2326
S -1.964 -0.361 -0.026  1.5969
O -2.373 -0.029 1.334  -0.9310
H 2.426 1.973 0.017  0.2208
N -0.974 2.854 -0.117  -0.5933
H -1.530 2.647 0.692  0.3529
C -0.060 -0.246 0.134  -0.1668
H -2.344 -1.785 -1.623  0.2106
H -0.040 -2.321 0.532  0.2303
C 0.018 2.145 -0.415  0.1415
C 2.727 -0.264 0.450  -0.2214
H 0.583 2.651 -1.322  0.1546
H -2.668 -2.511 -0.151  0.2189
C 1.960 -1.396 0.508  -0.1714
C -2.804 -1.589 -0.674  -1.0003
C 0.654 0.908 -0.044  -0.2114
C 0.560 -1.423 0.544  -0.2244
H 2.411 -2.464 0.437  0.2210
H -2.326 0.612 -1.006  0.0638
C 1.975 0.890 0.156  -0.1239

Entry 7:
Computed, not measured: a single C8H9NOS molecule in a non-equilibrium geometry, with the ωB97M-V functional and the def2-TZVPD basis.

Computed properties:
- gap between HOMO and LUMO (Eh) = 0.300
- highest occupied orbital energy (eV) = -7.37
- E_tot (eV) = -22812.570
- ΔE to the lowest compared entry with this formula, charge and spin (kcal per mole) = 61.7
- largest force on an atom (Eh/bohr) = 0.127
- lowest unoccupied orbital energy (eV) = 0.79

Last column: natural (NBO) charge in e.
Element x y z (Å)
C 1.877 -0.557 -0.740  0.2469
C -2.590 0.197 0.501  -0.1851
C 1.464 2.058 -0.392  -0.3992
H 1.929 2.256 -1.318  0.1982
H 2.577 -0.171 -1.538  0.2011
H 0.765 2.690 -0.049  0.2108
H 2.405 2.041 0.279  0.2041
C -1.398 -1.881 -0.118  -0.2421
C -0.242 -1.160 -0.273  0.2225
C -1.419 0.949 0.338  -0.2837
N 0.987 0.667 -0.371  -0.4115
H -1.471 1.959 0.447  0.2098
H 2.137 -1.435 1.605  0.1409
H -1.486 -2.988 -0.242  0.2325
C -0.240 0.237 -0.027  0.1468
O 1.051 -1.574 -0.778  -0.4756
S 3.048 -0.804 0.798  -0.1927
H -3.445 -1.900 0.440  0.2200
C -2.557 -1.251 0.320  -0.2628
H -3.391 0.669 1.117  0.2192

Entry 8:
Computed, not measured: a single C8H9NS molecule in a non-equilibrium geometry, with the ωB97M-V functional and the def2-TZVPD basis.

Computed properties:
- gap between HOMO and LUMO (Eh) = 0.316
- highest occupied orbital energy (eV) = -7.82
- E_tot (eV) = -20764.957
- ΔE to the lowest compared entry with this formula, charge and spin (kcal per mole) = 16.1
- largest force on an atom (Eh/bohr) = 0.089
- lowest unoccupied orbital energy (eV) = 0.78

Last column: natural (NBO) charge in e.
Element x y z (Å)
H 2.619 1.581 0.848  0.1366
C -0.312 -0.381 -0.202  0.1500
H -1.666 3.855 -0.270  0.1925
C -0.581 -1.716 -0.450  -0.2379
H -0.243 2.239 -1.035  0.2036
H -2.844 2.640 0.156  0.1834
H 0.244 -3.750 -0.108  0.2129
C 0.346 -2.667 -0.017  -0.2074
S 1.184 1.679 0.752  0.0541
H -2.142 0.321 -0.864  0.3916
C 1.887 -0.963 0.555  -0.1971
C 1.541 -2.331 0.501  -0.2351
C -1.050 1.910 -0.542  -0.0346
C 0.957 0.037 0.279  -0.2318
C -1.925 2.844 -0.183  -0.4004
N -1.363 0.574 -0.280  -0.6200
H 2.837 -0.818 0.931  0.2085
H 2.144 -3.210 0.758  0.2197
H -1.632 -1.843 -0.831  0.2114

Entry 9:
Computed, not measured: a molecular structure, C8H9NS in a non-equilibrium geometry, with the ωB97M-V functional and the def2-TZVPD basis.

Computed properties:
- gap between HOMO and LUMO (Eh) = 0.319
- highest occupied orbital energy (eV) = -8.77
- E_tot (eV) = -20763.391
- ΔE to the lowest compared entry with this formula, charge and spin (kcal per mole) = 52.3
- largest force on an atom (Eh/bohr) = 0.075
- lowest unoccupied orbital energy (eV) = -0.09

Last column: natural (NBO) charge in e.
Element x y z (Å)
H -1.789 -0.142 -2.090  0.2051
H -0.188 3.270 0.264  0.2057
N 0.381 1.994 1.853  -0.3694
S -3.623 0.306 -0.620  -0.0107
C 0.302 2.392 0.627  0.1159
C 1.680 -1.065 -0.572  -0.2472
H 0.722 0.483 -1.845  0.2116
C 1.899 -1.266 0.726  -0.1626
C -2.473 -0.757 -1.358  -0.7726
H 2.437 -2.124 0.996  0.2044
C 0.876 1.087 0.091  -0.1052
C 1.105 0.175 -0.902  -0.1954
H -2.911 -1.582 -1.880  0.2208
C 1.078 0.767 1.432  0.1368
H -1.769 -1.102 -0.633  0.2339
C 1.510 -0.403 1.851  -0.2486
H -3.033 0.205 0.597  0.1259
H 1.728 -0.620 2.856  0.2269
H 2.069 -1.618 -1.394  0.2249

Entry 10:
Computed, not measured: a single C8H9NS2 molecule in a non-equilibrium geometry, with the ωB97M-V functional and the def2-TZVPD basis.

Computed properties:
- gap between HOMO and LUMO (Eh) = 0.313
- highest occupied orbital energy (eV) = -7.79
- E_tot (eV) = -31599.680
- ΔE to the lowest compared entry with this formula, charge and spin (kcal per mole) = 65.7
- largest force on an atom (Eh/bohr) = 0.088
- lowest unoccupied orbital energy (eV) = 0.74

Last column: natural (NBO) charge in e.
Element x y z (Å)
H 0.159 2.686 1.356  0.2009
S 3.084 -0.097 -0.397  0.0139
H -1.648 2.545 -0.202  0.2260
C -3.435 -0.523 -0.229  -0.2540
H -2.357 -2.463 0.377  0.2163
C -1.800 1.412 -0.041  -0.2839
C -0.662 0.531 0.047  0.1597
H 0.377 2.870 -0.379  0.2182
C 1.481 -0.092 0.433  -0.3076
S 0.645 -1.690 0.168  0.3005
H 2.057 2.631 0.735  0.2541
C -3.080 0.824 -0.340  -0.1986
C 0.895 2.304 0.448  -0.4581
C -2.233 -1.349 0.218  -0.1879
H -4.494 -0.821 -0.352  0.2371
H -3.942 1.465 -0.847  0.2131
H 2.611 -0.224 -1.597  0.1259
H 1.570 -0.208 1.577  0.2321
C -0.888 -0.880 0.092  -0.2540
N 0.621 0.965 -0.109  -0.4536

Entry 11:
Computed, not measured: a molecular structure, C8H9O9P2Rh in a non-equilibrium geometry, with the ωB97M-V functional and the def2-TZVPD basis.

Computed properties:
- gap between HOMO and LUMO (alpha / beta) (Eh) = 0.304 / 0.213
- highest occupied orbital energy (alpha / beta) (eV) = -9.55 / -9.69
- E_tot (eV) = -48459.273
- largest force on an atom (Eh/bohr) = 0.028
- lowest unoccupied orbital energy (alpha / beta) (eV) = -1.27 / -3.89
- 2S+1 = 5

Last column: Löwdin spin population.
Element x y z (Å)
O 2.668 1.736 0.018  0.0424
H -3.967 -0.637 -0.393  0.0001
O 2.385 0.551 2.182  -0.0030
C -1.179 3.020 -0.723  0.0484
O 2.076 -0.668 -0.027  0.1311
H -4.045 5.218 0.748  0.0094
O -0.197 2.365 -1.187  0.3797
H -0.197 4.884 -1.087  0.0053
H -4.293 2.798 0.697  -0.0029
H -2.028 6.292 -0.190  -0.0041
P 3.013 0.286 0.709  0.0098
C -2.121 5.216 -0.208  -0.0142
O 0.676 0.844 3.955  0.0072
C -3.403 3.239 0.279  0.0015
H 1.052 1.661 4.282  0.0009
O 0.296 1.955 1.678  0.1161
O 0.061 -0.510 1.894  0.1020
C -3.957 0.406 -0.088  0.0037
H -4.192 0.453 0.974  0.0020
O -1.686 0.190 -0.675  0.1165
O 4.445 0.029 0.763  0.0117
H 3.380 1.964 -0.586  0.0014
C -3.268 4.610 0.313  0.1814
C -1.107 4.449 -0.706  0.1467
C -2.406 2.412 -0.245  0.1295
P 0.785 0.700 2.390  0.0074
Rh 0.386 0.597 -0.208  2.5435
C -2.584 0.975 -0.337  0.0279
H -4.708 0.957 -0.650  -0.0011